No. 1
{
  "formula": "C49H136N14O13",
  "method": "ωB97M-V/def2-TZVPD",
  "molar_mass_g_mol": 1129.71,
  "orbital_gap_ev": 8.6,
  "e_lumo_ev": 0.1,
  "charge": 0,
  "symbols": ["C", "O", "N", "N", "H", "H", "H", "H", "C", "C", "C", "O", "C", "N", "H", "H", "H", "H", "H", "H", "H", "H", "H", "H", "H", "C", "C", "C", "O", "C", "N", "H", "H", "H", "H", "H", "H", "H", "H", "H", "H", "H", "C", "C", "C", "O", "C", "N", "H", "H", "H", "H", "H", "H", "H", "H", "H", "H", "H", "C", "C", "C", "O", "C", "N", "H", "H", "H", "H", "H", "H", "H", "H", "H", "H", "H", "C", "C", "C", "O", "C", "N", "H", "H", "H", "H", "H", "H", "H", "H", "H", "H", "H", "C", "C", "C", "O", "C", "N", "H", "H", "H", "H", "H", "H", "H", "H", "H", "H", "H", "C", "C", "C", "O", "C", "N", "H", "H", "H", "H", "H", "H", "H", "H", "H", "H", "H", "C", "C", "C", "O", "C", "N", "H", "H", "H", "H", "H", "H", "H", "H", "H", "H", "H", "C", "C", "C", "O", "C", "N", "H", "H", "H", "H", "H", "H", "H", "H", "H", "H", "H", "C", "C", "C", "O", "C", "N", "H", "H", "H", "H", "H", "H", "H", "H", "H", "H", "H", "C", "C", "C", "O", "C", "N", "H", "H", "H", "H", "H", "H", "H", "H", "H", "H", "H", "C", "C", "C", "O", "C", "N", "H", "H", "H", "H", "H", "H", "H", "H", "H", "H", "H"],
  "positions_angstrom": [[-3.5545, 7.6532, 6.6382], [-3.7933, 8.7753, 6.2759], [-3.4414, 6.5691, 5.8624], [-3.5168, 7.2876, 7.8634], [-3.4217, 6.7316, 4.8657], [-3.0481, 5.6955, 6.1821], [-4.1099, 7.7982, 8.5020], [-3.3129, 6.3048, 7.9756], [-9.0674, 2.0356, 0.4462], [-8.1209, 2.7706, -0.4791], [-7.3579, 3.9840, 0.1570], [-6.6494, 4.6757, -0.9259], [-5.7478, 5.6022, -0.3253], [-7.0930, 1.8436, -0.9973], [-9.5958, 1.2673, -0.1184], [-9.8346, 2.6425, 0.9271], [-8.4788, 1.5195, 1.2047], [-8.6556, 3.1351, -1.3563], [-6.6179, 3.6286, 0.8741], [-8.0770, 4.6731, 0.5996], [-6.0865, 6.4401, 0.2841], [-5.3381, 6.1834, -1.1514], [-4.9877, 5.1074, 0.2792], [-6.5013, 2.1340, -1.7627], [-7.6463, 1.1528, -1.4839], [6.7454, -1.2918, -5.8484], [7.8577, -1.7223, -6.8835], [7.8453, -0.7843, -8.1051], [6.6322, -1.0173, -8.7865], [6.3356, -0.0380, -9.7326], [9.1047, -1.9266, -6.1271], [6.9336, -0.3000, -5.4373], [6.5462, -1.9899, -5.0354], [5.7913, -1.1910, -6.3658], [7.5463, -2.6748, -7.3123], [8.6967, -1.0222, -8.7428], [7.8146, 0.2218, -7.6870], [6.8617, -0.1189, -10.6838], [6.5224, 0.9505, -9.3129], [5.2713, -0.2069, -9.8965], [9.7604, -1.9032, -6.8950], [9.3137, -1.1712, -5.4901], [-5.6353, -8.1131, -2.5361], [-6.7761, -7.1060, -3.0153], [-8.0078, -7.7942, -3.6358], [-7.6423, -8.2535, -4.9034], [-8.8269, -8.2240, -5.6974], [-7.0705, -6.1531, -2.0096], [-4.6764, -7.6534, -2.2969], [-5.6122, -8.8387, -3.3492], [-5.9064, -8.6483, -1.6261], [-6.3424, -6.6212, -3.8899], [-8.8536, -7.1076, -3.6721], [-8.3082, -8.5991, -2.9649], [-8.7194, -8.9663, -6.4883], [-9.1852, -7.3056, -6.1623], [-9.6604, -8.5581, -5.0794], [-7.7602, -5.4811, -2.3142], [-6.1811, -5.6968, -1.8650], [-3.5439, -6.4642, 5.6811], [-3.7261, -7.6820, 4.7885], [-2.8664, -8.9029, 5.1539], [-3.2986, -10.0210, 4.4034], [-2.6541, -11.2190, 4.8297], [-5.1659, -7.9585, 4.8833], [-4.1610, -5.6187, 5.3769], [-2.5023, -6.1481, 5.6247], [-3.7516, -6.7268, 6.7184], [-3.4325, -7.2567, 3.8288], [-2.9338, -9.0691, 6.2290], [-1.7916, -8.7708, 5.0300], [-2.6040, -11.4382, 5.8962], [-1.6891, -11.1419, 4.3287], [-3.1766, -12.0562, 4.3668], [-5.1877, -8.6407, 4.1388], [-5.5512, -7.1287, 4.4555], [3.9801, -12.3592, -3.2203], [3.5516, -11.5872, -4.3899], [3.1663, -10.2240, -3.8552], [2.8783, -9.4839, -5.0002], [2.1718, -8.2834, -4.7246], [4.6866, -11.5125, -5.2444], [4.9088, -11.9236, -2.8515], [4.1357, -13.4044, -3.4873], [3.1580, -12.2861, -2.5083], [2.9885, -12.1591, -5.1274], [3.9273, -9.6254, -3.3547], [2.2577, -10.2281, -3.2530], [1.3462, -8.4395, -4.0303], [1.7917, -8.1841, -5.7413], [2.9405, -7.5494, -4.4828], [4.5799, -10.7856, -5.9375], [5.0009, -12.4369, -5.5029], [-1.0572, -0.9426, -1.4738], [-0.9400, -0.4608, -0.0495], [-0.8409, 1.1081, 0.2112], [-0.8537, 1.5506, 1.5485], [0.1464, 1.0955, 2.5049], [-2.0314, -1.0438, 0.6512], [-0.1539, -0.7255, -2.0439], [-1.8440, -0.4801, -2.0698], [-1.2888, -1.9967, -1.6265], [-0.1220, -1.0270, 0.3959], [-1.6839, 1.5845, -0.2893], [0.0182, 1.4750, -0.3505], [1.1499, 1.1118, 2.0797], [0.0081, 0.0206, 2.6218], [0.2314, 1.5743, 3.4804], [-2.0061, -0.8337, 1.6388], [-2.7893, -0.4461, 0.3537], [-0.1167, 5.3630, -5.6816], [0.6111, 4.1360, -6.2219], [1.1774, 4.5197, -7.6426], [0.1445, 4.7962, -8.5614], [0.1363, 3.8040, -9.6360], [1.7764, 3.9707, -5.2778], [-0.6989, 5.1393, -4.7877], [-0.8075, 5.6693, -6.4672], [0.5859, 6.1818, -5.5268], [-0.0721, 3.2867, -6.2163], [1.8545, 3.7600, -8.0330], [1.7428, 5.4427, -7.5141], [-0.5668, 3.9217, -10.4606], [-0.0271, 2.7707, -9.3301], [1.0923, 3.8875, -10.1530], [2.1762, 3.1214, -5.6504], [2.5635, 4.5783, -5.4549], [-8.2441, 3.9009, 7.8218], [-8.2318, 2.9731, 9.0351], [-7.0490, 3.1786, 9.9896], [-5.6431, 2.9831, 9.4784], [-5.3177, 1.7093, 8.8429], [-9.5197, 3.0707, 9.6750], [-7.2829, 3.8506, 7.3103], [-8.2662, 4.9782, 7.9866], [-9.0882, 3.6359, 7.1852], [-8.1543, 1.9506, 8.6654], [-7.2504, 2.5030, 10.8208], [-6.9608, 4.1600, 10.4557], [-4.2302, 1.6402, 8.8153], [-5.5435, 1.7083, 7.7766], [-5.7689, 0.8771, 9.3832], [-9.5784, 2.3698, 10.3999], [-10.3165, 2.9453, 9.0672], [-3.5991, -1.2748, -10.5505], [-3.2184, -2.6606, -11.0309], [-2.1382, -2.6608, -12.1033], [-2.3659, -1.9106, -13.2969], [-1.1212, -1.8386, -13.9030], [-2.7457, -3.3347, -9.8509], [-3.4463, -0.6110, -11.4014], [-2.9439, -0.8811, -9.7735], [-4.6805, -1.2492, -10.4159], [-4.0312, -3.2535, -11.4504], [-1.8819, -3.7048, -12.2836], [-1.2476, -2.3237, -11.5730], [-0.7730, -2.7565, -14.3765], [-0.2827, -1.6145, -13.2436], [-1.0202, -1.0369, -14.6345], [-1.7360, -3.3397, -9.8765], [-3.0643, -4.2798, -10.0101], [9.2160, 6.3035, 10.5092], [8.8690, 4.8390, 10.7804], [7.9888, 4.2133, 9.6409], [6.8873, 5.0227, 9.5028], [5.9666, 4.4143, 8.5714], [10.0125, 3.9348, 10.8481], [9.8067, 6.4078, 9.5991], [9.7188, 6.8125, 11.3315], [8.3211, 6.9257, 10.4986], [8.3606, 4.8277, 11.7444], [7.6898, 3.1960, 9.8935], [8.6270, 4.1738, 8.7581], [6.1824, 4.3168, 7.5074], [4.9432, 4.7841, 8.6346], [5.8052, 3.4699, 9.0912], [10.6678, 4.1772, 10.1187], [10.4755, 4.0151, 11.7422], [8.3681, -0.0175, 1.4438], [9.5813, 0.2783, 0.5772], [10.3504, 1.5202, 1.2257], [9.6263, 2.6288, 1.5397], [8.9314, 3.2822, 0.4358], [10.3036, -0.9385, 0.5191], [7.8353, 0.9252, 1.3193], [8.6149, -0.2496, 2.4798], [7.7147, -0.7842, 1.0275], [9.1546, 0.5023, -0.4005], [11.0471, 1.6653, 0.4001], [10.7034, 1.0851, 2.1607], [9.5025, 3.7878, -0.3428], [8.1790, 3.9762, 0.8105], [8.2525, 2.5419, 0.0124], [11.0853, -0.5222, 0.0336], [9.8277, -1.3886, -0.2497], [1.7725, 10.6731, 8.3294], [1.6919, 11.1280, 6.8428], [1.8363, 9.8168, 6.0005], [1.5016, 9.8132, 4.6128], [1.4618, 8.4438, 4.0803], [0.4475, 11.7542, 6.6783], [0.9686, 9.9575, 8.5021], [1.7695, 11.5526, 8.9733], [2.6354, 10.0775, 8.6277], [2.5559, 11.7719, 6.6786], [1.0473, 9.1572, 6.3619], [2.7629, 9.2706, 6.1773], [2.3824, 7.9109, 4.3181], [1.5298, 8.3865, 2.9940], [0.5998, 7.9631, 4.5429], [0.0968, 11.5447, 5.7546], [-0.2433, 11.4465, 7.3479]],
  "mulliken_charge": [0.646, -0.636, -0.428, -0.351, 0.213, 0.164, 0.227, 0.170, -1.423, 0.517, -0.744, -0.310, -0.750, -0.742, 0.365, 0.360, 0.355, 0.279, 0.370, 0.359, 0.315, 0.287, 0.283, 0.249, 0.231, -1.357, 0.253, -0.547, -0.302, -0.679, -0.647, 0.355, 0.349, 0.348, 0.248, 0.330, 0.303, 0.265, 0.324, 0.224, 0.277, 0.256, -1.394, 0.474, -0.622, -0.316, -0.804, -0.708, 0.386, 0.316, 0.350, 0.201, 0.423, 0.264, 0.267, 0.305, 0.345, 0.237, 0.277, -1.545, 0.547, -0.667, -0.314, -0.763, -0.754, 0.379, 0.367, 0.372, 0.198, 0.350, 0.385, 0.308, 0.318, 0.249, 0.297, 0.273, -1.489, 0.642, -0.780, -0.288, -0.770, -0.709, 0.396, 0.402, 0.314, 0.282, 0.351, 0.380, 0.329, 0.238, 0.285, 0.199, 0.219, -1.546, 0.457, -0.668, -0.308, -0.738, -0.662, 0.364, 0.332, 0.394, 0.277, 0.306, 0.366, 0.319, 0.275, 0.271, 0.269, 0.288, -1.338, 0.407, -0.683, -0.344, -0.786, -0.748, 0.324, 0.361, 0.288, 0.339, 0.464, 0.272, 0.274, 0.326, 0.313, 0.255, 0.276, -1.368, 0.832, -0.768, -0.328, -0.678, -0.733, 0.295, 0.344, 0.352, 0.138, 0.329, 0.304, 0.246, 0.251, 0.309, 0.231, 0.242, -1.273, 0.402, -0.831, -0.314, -0.810, -0.671, 0.327, 0.324, 0.288, 0.393, 0.381, 0.293, 0.327, 0.328, 0.300, 0.251, 0.286, -1.329, 0.240, -0.607, -0.296, -0.805, -0.662, 0.281, 0.397, 0.325, 0.345, 0.402, 0.283, 0.278, 0.311, 0.336, 0.244, 0.258, -1.317, 0.071, -0.574, -0.321, -0.730, -0.740, 0.340, 0.326, 0.350, 0.396, 0.360, 0.397, 0.291, 0.290, 0.262, 0.277, 0.322, -1.476, 0.401, -0.568, -0.378, -0.692, -0.628, 0.404, 0.340, 0.372, 0.240, 0.228, 0.375, 0.282, 0.283, 0.271, 0.296, 0.250]
}



No. 2
{
  "formula": "C49H35AsN7STi",
  "method": "ωB97M-V/def2-TZVPD",
  "molar_mass_g_mol": 876.72,
  "orbital_gap_ev": [6.5, 6.9],
  "e_lumo_ev": [-6.7, -6.6],
  "charge": 2,
  "spin_multiplicity": 2,
  "symbols": ["Ti", "C", "C", "N", "C", "C", "N", "C", "C", "C", "C", "C", "N", "C", "C", "N", "C", "C", "N", "C", "C", "C", "N", "C", "C", "H", "H", "H", "H", "H", "H", "H", "H", "H", "H", "H", "H", "S", "C", "C", "C", "C", "C", "C", "N", "C", "C", "C", "C", "C", "C", "C", "H", "H", "H", "H", "H", "H", "H", "H", "C", "C", "C", "C", "C", "C", "As", "C", "C", "C", "C", "C", "C", "C", "C", "C", "C", "C", "C", "H", "H", "H", "H", "H", "H", "H", "H", "H", "H", "H", "H", "H", "H", "H"],
  "positions_angstrom": [[0.0939, 0.1089, 1.4725], [-4.2897, 0.5344, 1.6249], [-2.9322, 0.7806, 1.7867], [-2.0321, -0.0262, 1.2367], [-2.4663, -1.0878, 0.5450], [-3.8202, -1.2962, 0.3703], [-4.7343, -0.4883, 0.9080], [-1.3890, -1.9895, 0.0300], [-1.5797, -3.1473, -0.6858], [-0.4694, -3.8927, -1.0829], [0.8011, -3.4750, -0.6772], [0.9233, -2.3223, 0.0628], [-0.1574, -1.5951, 0.3736], [2.1801, -1.7985, 0.6783], [3.4271, -2.3763, 0.5380], [4.4926, -1.9303, 1.2013], [4.3042, -0.9036, 2.0184], [3.0682, -0.2839, 2.1451], [2.0171, -0.7182, 1.4542], [-0.6389, -5.1132, -1.9061], [0.2552, -5.4030, -2.9275], [0.0520, -6.5505, -3.6801], [-0.9508, -7.4042, -3.4705], [-1.7974, -7.1175, -2.4812], [-1.6912, -5.9893, -1.6799], [-5.0216, 1.1869, 2.0853], [-2.5672, 1.6336, 2.3433], [-4.1844, -2.1314, -0.2157], [-2.5720, -3.4641, -0.9759], [1.6685, -4.0733, -0.9217], [3.5744, -3.2209, -0.1241], [5.1531, -0.5519, 2.5918], [2.9200, 0.5727, 2.7895], [1.0775, -4.7380, -3.1647], [0.7288, -6.7929, -4.4913], [-2.6021, -7.8246, -2.3157], [-2.4023, -5.8283, -0.8783], [-0.0316, 2.7178, 5.1154], [0.3091, 3.8734, 3.8652], [0.4296, 5.2557, 3.9843], [0.7266, 5.9736, 2.8428], [0.9088, 5.3243, 1.6151], [0.7884, 3.9536, 1.5082], [0.4733, 3.2244, 2.6495], [0.3070, 1.8248, 2.7387], [0.0586, 1.4416, 3.9948], [-0.1262, 0.0253, 4.3539], [-0.1819, -0.3786, 5.6903], [-0.3520, -1.7163, 5.9931], [-0.4608, -2.6458, 4.9619], [-0.3860, -2.2358, 3.6378], [-0.2135, -0.8961, 3.2901], [0.2972, 5.7510, 4.9371], [0.8247, 7.0492, 2.9016], [1.1537, 5.9034, 0.7341], [0.9503, 3.4683, 0.5563], [-0.0894, 0.3402, 6.4978], [-0.3969, -2.0381, 7.0248], [-0.5943, -3.6943, 5.1999], [-0.4652, -2.9927, 2.8620], [-1.1863, -1.9419, -4.2480], [-2.1340, -1.1946, -3.5600], [-1.7275, -0.2388, -2.6395], [-0.3710, -0.0119, -2.4119], [0.5772, -0.7566, -3.1071], [0.1647, -1.7208, -4.0212], [0.1702, 1.2710, -1.0660], [-0.9153, 2.8350, -1.4114], [-0.3735, 4.0031, -1.9353], [-1.1835, 5.1139, -2.1367], [-2.5315, 5.0709, -1.8112], [-3.0731, 3.9118, -1.2722], [-2.2654, 2.8021, -1.0647], [1.9124, 1.8046, -1.6753], [2.9796, 1.8554, -0.7855], [4.2415, 2.2420, -1.2245], [4.4342, 2.5729, -2.5576], [3.3697, 2.5229, -3.4521], [2.1125, 2.1398, -3.0146], [-1.5012, -2.6799, -4.9744], [-3.1897, -1.3452, -3.7506], [-2.4823, 0.3525, -2.1384], [1.6359, -0.5964, -2.9488], [0.9071, -2.2851, -4.5719], [0.6753, 4.0658, -2.1878], [-0.7547, 6.0165, -2.5530], [-3.1577, 5.9380, -1.9759], [-4.1234, 3.8716, -1.0124], [-2.7080, 1.9111, -0.6398], [2.8351, 1.6166, 0.2617], [5.0686, 2.2880, -0.5278], [5.4145, 2.8721, -2.9046], [3.5189, 2.7832, -4.4921], [1.2922, 2.0989, -3.7210]],
  "mulliken_charge": [-0.032, -0.677, -0.702, 1.103, -0.794, 0.223, -0.606, 0.528, -1.102, 0.082, -0.964, 0.802, 1.195, -0.408, -0.029, -0.553, -0.763, -0.621, 0.945, -0.003, -0.426, -0.581, -0.549, -0.534, -0.395, 0.473, 0.465, 0.517, 0.765, 0.866, 0.443, 0.470, 0.510, 0.374, 0.389, 0.400, 0.477, -0.356, 1.247, -0.711, -0.678, -1.169, -0.204, -1.380, 0.919, 0.553, 0.698, -1.111, -0.930, -0.983, -0.742, 1.387, 0.462, 0.433, 0.492, 0.569, 0.473, 0.436, 0.487, 0.389, -0.669, -0.946, -0.134, 0.756, -0.447, -1.030, 1.927, 1.019, -0.503, -0.824, -0.726, -0.907, -0.214, 0.167, -0.478, -0.990, -0.710, -0.805, -0.428, 0.475, 0.532, 0.312, 0.482, 0.506, 0.437, 0.468, 0.420, 0.476, -0.102, 0.440, 0.483, 0.434, 0.458, 0.558]
}